Record 1
94
Properties=species:S:1:pos:R:3:forces:R:3:mulliken_charge:R:1 method="wB97M-V/def2-TZVPD" smiles="C[C@@H](I)C[C@H]1CCC(=O)N1.O=C1c2ccccc2C(=O)c2ccccc21.O=C1c2ccccc2C(=O)c2ccccc21.O=C1c2ccccc2C(=O)c2ccccc21" e_homo_ev=-9.55 energy_ev=-75322.925 de_lowest_kcal_mol=0.0 max_force_ha_per_bohr=0.0086 homo_lumo_gap_ev=8.521
I 4.86236 -5.90722 7.54310 -0.027 -0.085 0.036 0.05
O -0.65871 3.77519 -0.41849 -0.006 0.009 0.002 -0.66
O 0.28345 7.77459 -9.18053 -0.002 0.014 0.003 -0.66
O 2.98704 0.04545 0.85037 0.009 -0.005 0.007 -0.67
O -6.30451 -5.70801 0.49117 0.002 -0.010 -0.008 -0.67
O -5.60625 -3.04485 5.09886 0.007 0.000 0.012 -0.66
O 3.85203 3.94514 -7.99728 0.013 0.001 0.010 -0.66
O -0.68803 -2.34173 4.71381 0.024 -0.044 0.137 -0.48
N 1.31485 -2.53199 5.83591 0.197 -0.055 -0.297 -0.30
C -1.12675 2.23325 1.87705 -0.021 -0.026 0.019 -0.65
C -9.09043 -5.29840 4.61359 0.011 0.007 0.007 -0.49
C 1.52577 -4.79106 6.01319 -0.225 0.282 0.258 -0.74
C 0.41440 -4.51708 5.00243 0.083 0.020 -0.033 -0.64
C 3.73587 2.52690 -2.43261 -0.008 -0.022 0.013 -0.75
C 3.26103 5.73933 -9.41314 -0.009 -0.018 0.015 0.19
C -0.18723 6.23004 -6.89425 -0.020 -0.012 0.035 -0.64
C 2.32813 6.72909 -9.72577 -0.014 0.008 0.021 0.18
C 4.78933 -4.09520 6.37608 -0.021 0.104 -0.027 -0.38
C -9.28289 -5.96870 3.41020 0.006 -0.002 -0.013 -0.47
C 2.53868 7.55830 -10.82111 0.024 0.011 -0.032 -0.58
C 0.53013 4.40413 -5.50406 -0.016 -0.026 0.007 -0.45
C -0.38057 5.41539 -5.79159 0.010 0.021 -0.017 -0.73
C -3.54125 -2.92279 3.20884 0.033 0.011 0.006 -0.73
C 3.05723 4.82398 -8.25334 -0.025 0.023 -0.009 0.59
C 1.63036 3.61116 -2.01017 0.052 0.024 -0.053 -1.01
C -1.31483 1.42093 2.98269 0.003 0.008 -0.017 -0.73
C -8.32193 -5.90217 2.41632 -0.034 -0.014 0.015 -0.59
C 0.94410 1.09402 1.39828 0.014 0.002 -0.002 -0.09
C -7.16202 -5.16377 2.62060 0.024 -0.008 -0.011 0.18
C 1.10184 6.92670 -8.89871 0.022 -0.029 0.007 0.63
C 2.78254 3.48283 -2.76692 0.012 0.017 -0.006 -0.43
C -6.13256 -5.12486 1.54024 -0.003 0.017 0.031 0.68
C -5.74733 -3.66610 4.06765 -0.010 -0.018 -0.031 0.54
C -7.94043 -4.55611 4.81959 -0.043 -0.008 0.008 -0.55
C 1.63688 4.21316 -6.31287 -0.017 -0.009 0.038 -0.96
C -2.55571 -2.90137 2.23625 0.010 0.009 -0.055 -0.21
C 0.00172 2.07373 1.08031 0.000 0.011 -0.021 0.13
C 1.84179 5.03505 -7.41463 0.024 0.008 -0.008 0.37
C 3.53190 1.69471 -1.34514 0.017 0.008 -0.040 -0.60
C 2.38432 -3.54497 5.80078 -0.140 0.008 -0.362 0.31
C 0.17612 2.95189 -0.11047 0.023 -0.026 -0.002 0.71
C -0.38116 0.43859 3.29835 0.059 0.073 0.004 -0.13
C 0.74259 0.27876 2.50512 -0.013 -0.038 0.032 -0.34
C -3.89471 -4.32599 0.83196 0.033 0.016 -0.006 -0.54
C 1.42245 2.78152 -0.91526 -0.027 0.007 0.024 0.37
C 3.67628 7.40536 -11.59483 -0.014 0.005 0.003 -0.47
C 4.40232 5.59142 -10.19257 0.018 0.008 -0.038 -0.57
C 0.92252 6.04236 -7.71028 0.002 0.010 -0.024 0.25
C 3.54408 -3.27641 6.73504 -0.169 -0.099 0.312 -1.10
C -4.88802 -4.34878 1.80325 -0.016 -0.002 -0.006 0.18
C 0.22311 -3.01431 5.14759 -0.083 0.013 0.096 0.19
C -2.73207 -3.60523 1.05028 -0.017 0.003 -0.011 -0.81
C -4.70856 -3.64658 2.99816 -0.019 -0.007 0.016 0.14
C 2.37525 1.81745 -0.58375 -0.010 -0.015 0.014 0.24
C 2.17496 0.90490 0.57936 -0.019 0.024 -0.012 0.51
C 6.10513 -3.31870 6.49308 0.057 -0.090 0.018 -1.01
C -6.97300 -4.48400 3.82409 0.020 0.019 -0.003 0.22
C 4.60950 6.42385 -11.27892 0.003 -0.011 0.010 -0.49
H 0.77724 -4.66732 3.98001 -0.057 -0.114 -0.031 0.26
H -2.19438 1.54653 3.60079 0.002 -0.001 0.000 0.44
H 3.23941 -3.49033 7.76058 -0.010 0.166 0.065 0.41
H 2.76732 -3.57654 4.76755 0.207 -0.048 0.081 0.22
H 2.35577 3.43142 -6.10615 0.005 0.002 -0.017 0.60
H 6.50737 -3.12164 5.50005 -0.025 0.102 -0.044 0.28
H -0.88548 7.01857 -7.13964 0.009 0.001 -0.017 0.48
H 1.54063 -1.55617 5.70188 -0.039 0.009 0.058 0.35
H 2.03647 -5.74800 5.97209 0.050 0.013 -0.289 0.38
H 1.47967 -0.48216 2.72720 0.008 0.007 -0.010 0.64
H -8.45057 -6.41723 1.47413 0.019 0.003 -0.002 0.47
H 0.37346 3.76234 -4.64675 -0.014 -0.006 -0.009 0.73
H 4.63726 2.43252 -3.02398 -0.004 0.001 -0.003 0.41
H -1.84476 2.99763 1.61260 0.008 0.000 -0.015 0.49
H -0.52188 -0.21132 4.15160 -0.102 0.024 -0.046 0.32
H -1.64831 -2.34001 2.41269 -0.010 -0.018 0.013 0.58
H 0.88267 4.35484 -2.25166 -0.013 -0.002 0.039 0.64
H 5.49968 6.30930 -11.88351 -0.004 0.000 -0.003 0.40
H 6.86904 -3.86369 7.04024 0.010 -0.013 0.015 0.31
H 5.11364 4.81959 -9.93218 -0.013 -0.007 0.012 0.47
H 1.07192 -4.67214 7.00124 0.193 -0.269 0.153 0.30
H -10.18500 -6.54469 3.24998 0.001 0.000 0.004 0.40
H 4.25828 0.94231 -1.06978 -0.014 -0.007 0.012 0.48
H 4.67909 -4.47981 5.36647 0.045 -0.040 -0.047 0.51
H -4.05139 -4.87739 -0.08516 -0.018 -0.002 0.006 0.48
H 5.95112 -2.36482 6.99442 0.011 0.008 0.060 0.34
H -1.95802 -3.59096 0.29345 -0.005 0.010 -0.002 0.42
H -3.40905 -2.38965 4.13999 0.003 -0.022 0.008 0.57
H 2.94277 4.13146 -3.61872 0.007 0.009 0.010 0.65
H -7.77322 -4.02335 5.74575 0.014 0.009 -0.009 0.48
H 3.79710 -2.21368 6.69837 0.026 0.010 -0.117 0.37
H 1.80164 8.31628 -11.04857 -0.007 -0.004 0.017 0.48
H -0.50755 -5.07671 5.12677 -0.065 0.066 0.043 0.38
H -1.24104 5.56567 -5.15274 -0.004 -0.010 -0.005 0.42
H 3.83925 8.05240 -12.44681 0.003 -0.001 0.002 0.40
H -9.84121 -5.35600 5.39093 -0.003 0.003 -0.005 0.40



Record 2
101
Properties=species:S:1:pos:R:3:forces:R:3:mulliken_charge:R:1 method="wB97M-V/def2-TZVPD" e_homo_ev=-6.06 energy_ev=-108931.250 max_force_ha_per_bohr=0.0854 homo_lumo_gap_ev=3.667
Pd 0.46914 -0.51250 -0.13063 0.356 -0.286 0.731 -0.49
S -0.59210 -2.06495 -1.46751 -0.544 0.523 -0.342 -0.34
S -0.56505 2.03831 3.27225 -0.521 1.829 0.582 0.01
P 2.18837 -2.80424 -0.81612 1.487 -1.720 -1.797 0.21
F 4.49292 2.43577 2.39032 -0.245 -0.225 -0.014 -0.37
F 2.02479 -0.92085 4.62833 0.039 0.181 -0.162 -0.38
F 0.30789 -1.05136 2.48919 0.463 0.145 0.603 -0.58
F 4.12029 0.83823 4.57707 -0.232 0.010 -0.288 -0.36
F 2.83522 2.21923 0.24302 0.185 -0.043 0.131 -0.47
O 1.95463 -1.95776 0.39055 -0.842 1.142 0.680 0.24
N -1.16966 1.68775 1.74393 -0.026 -1.087 -0.255 -0.50
N -0.82487 0.77614 -0.97024 -0.692 -2.265 -3.696 0.78
N -1.28477 -1.17822 -3.84389 0.507 -0.782 0.760 -0.52
N -1.22930 0.42050 -2.18298 -0.566 3.192 2.682 -0.61
N -2.14033 -0.44110 -4.60594 0.883 1.477 -0.560 -0.08
C -2.16069 2.18724 4.16140 0.124 -0.442 -0.282 0.89
C -3.27429 2.76240 6.19808 0.061 -0.036 -0.030 -0.80
C -1.64532 4.82156 -0.14157 -0.164 -0.557 0.026 -0.99
C -5.46427 -1.08899 -3.18716 -0.220 0.001 -0.131 -0.83
C 2.61520 1.43275 1.32502 -0.612 -0.146 -0.245 -0.67
C -0.47598 -6.54042 -0.78788 -0.079 -0.034 0.076 -0.52
C -1.06223 -0.81713 -2.60137 0.432 -2.543 -0.782 0.46
C 1.53467 0.55997 1.29716 0.584 -0.359 0.735 1.08
C 0.71012 -4.77470 0.31858 0.150 0.177 0.018 -0.77
C -1.34882 3.96158 1.04545 0.362 0.212 -0.154 0.82
C 1.38309 -0.20036 2.45584 -0.057 0.253 -0.251 1.79
C 0.69513 -4.89645 -2.08214 0.068 -0.017 -0.027 0.22
C 6.04125 -3.52883 0.27948 0.119 0.030 0.041 -0.65
C 2.46688 -0.45168 -2.27435 0.262 0.099 0.365 -0.41
C 0.69343 5.54568 4.47815 0.494 -0.702 0.265 -1.18
C -4.09974 -0.90676 -3.25153 0.419 0.087 -0.191 -0.13
C 2.39237 -1.84196 -2.36015 -0.048 -0.132 0.395 1.59
C 6.34693 -4.70150 -0.38964 0.035 0.006 0.025 -0.54
C -1.18523 2.04125 -0.65443 -0.797 2.194 0.189 -1.75
C 3.47733 1.55822 2.41107 0.043 0.019 0.005 0.26
C -0.75018 2.59340 0.67753 0.165 0.153 -0.025 1.95
C 3.82930 -3.57864 -0.64212 -0.437 0.215 0.100 0.68
C -1.82538 2.86620 -1.55026 0.606 -1.070 0.565 -0.81
C -2.12802 2.75549 5.42390 0.186 -0.017 -0.038 -0.47
C -0.08874 -6.03081 -2.01688 0.095 -0.014 -0.133 -0.82
C -0.81309 5.91326 2.63181 -0.237 -0.014 0.039 -1.24
C 0.02415 3.67163 3.13345 -0.296 -1.455 -0.502 0.39
C -4.46439 1.64050 4.44215 -0.088 0.001 0.055 -0.80
C 0.68876 4.18640 4.24064 0.377 0.551 0.389 -0.34
C 2.22306 -0.14223 3.55349 -0.079 -0.068 -0.035 0.04
C 5.39423 -5.31168 -1.18708 0.065 -0.082 -0.096 -0.73
C -0.19722 6.37078 3.73841 -0.339 -0.021 -0.449 -0.42
C -0.08895 -5.90306 0.37805 -0.079 -0.159 0.036 -0.81
C -0.37366 4.61222 2.02705 0.101 0.237 -0.103 1.00
C 4.13756 -4.75282 -1.31395 -0.079 0.008 -0.029 -0.29
C -4.32591 -0.16456 -5.53230 0.252 0.002 0.131 -0.55
C 3.29040 0.75100 3.52695 -0.055 0.023 -0.043 0.42
C 2.64379 0.30579 -3.41950 -0.028 0.022 0.045 -0.58
C -3.50395 -0.48563 -4.44470 -0.890 -0.115 0.287 0.70
C -4.43529 2.18288 5.71575 -0.100 -0.002 -0.014 -0.46
C 2.73367 -1.69360 -4.73468 0.015 -0.066 -0.135 -0.88
C -3.32312 1.63626 3.65748 -0.074 -0.045 0.026 -0.33
C -1.95667 4.26091 -1.32035 -0.020 0.885 0.197 -1.05
C 2.75003 -0.31186 -4.65462 -0.003 0.054 0.046 -0.72
C 4.78486 -2.96382 0.15253 -0.061 0.134 0.047 -0.47
C 2.57394 -2.45750 -3.59194 -0.015 -0.058 0.106 -0.86
C 1.10683 -4.27115 -0.91289 0.258 0.364 0.086 0.42
C -5.68934 -0.34910 -5.45266 -0.139 -0.046 0.117 -0.51
C -6.26766 -0.83909 -4.29002 -0.147 0.012 0.089 -0.49
H -5.31358 2.14050 6.33975 -0.153 0.074 0.042 0.39
H -1.68541 5.88915 -0.00061 -0.050 0.172 -0.017 0.37
H 4.52754 -2.04866 0.66745 0.050 0.061 0.098 0.39
H 2.86909 0.29112 -5.54165 0.031 0.002 -0.128 0.42
H -5.37588 1.20502 4.06233 -0.093 -0.062 -0.043 0.40
H -5.90176 -1.44417 -2.26595 -0.059 -0.034 0.073 0.39
H -6.30639 -0.12569 -6.31080 -0.038 0.027 -0.066 0.38
H 2.70764 1.38106 -3.33809 -0.003 0.081 0.003 0.52
H -0.43905 7.34865 4.12701 -0.070 0.147 0.031 0.43
H 2.85193 -2.18579 -5.68926 0.010 -0.015 -0.062 0.46
H -7.33133 -1.02350 -4.23901 -0.041 0.064 -0.009 0.38
H -1.58697 6.47797 2.13755 -0.210 0.196 0.011 0.24
H -2.30214 3.76570 1.56049 -0.003 0.100 -0.066 0.19
H 1.24424 5.95056 5.31032 0.060 0.008 0.138 0.37
H 0.93840 -4.47222 -3.04149 -0.025 0.029 -0.129 0.34
H 2.44309 0.05864 -1.30318 0.001 -0.230 -0.429 0.12
H 1.01542 -4.26326 1.22117 -0.018 -0.011 0.114 0.50
H -3.25445 3.20651 7.18072 0.015 0.034 0.118 0.41
H -0.41220 -6.28260 1.33582 -0.003 -0.030 0.079 0.43
H -3.33725 1.20022 2.67253 0.005 -0.038 -0.113 0.39
H -1.21215 3.18315 5.80109 0.120 0.112 0.031 0.40
H 2.60837 -3.53431 -3.66084 0.004 -0.048 -0.081 0.37
H -2.27468 4.87338 -2.14923 -0.022 0.106 -0.105 0.41
H 0.55034 4.81695 1.44646 -0.025 -0.083 -0.079 0.24
H 0.34828 2.68176 0.63906 -0.118 0.040 0.078 -0.33
H -3.88211 0.20813 -6.44425 0.082 -0.014 -0.137 0.32
H -2.11622 2.45083 -2.50025 -0.034 0.022 -0.108 0.64
H 3.38686 -5.22920 -1.92619 -0.036 -0.165 -0.050 0.29
H -0.40432 -6.50956 -2.93230 -0.049 -0.043 -0.042 0.44
H -1.02088 0.69698 1.50008 0.178 0.617 0.392 0.49
H 1.13877 3.50850 4.95407 0.168 -0.116 0.122 0.54
H 5.63323 -6.22538 -1.70698 0.015 -0.134 -0.078 0.43
H -1.09341 -7.42572 -0.74708 -0.052 -0.052 0.043 0.39
H -3.47824 -1.11527 -2.39654 -0.044 -0.102 0.148 0.41
H 6.78701 -3.05716 0.89912 0.074 0.089 0.098 0.44
H 7.32716 -5.14306 -0.28926 0.082 -0.027 0.021 0.38
H -1.82497 -0.34716 -5.56465 -0.133 -0.406 0.243 0.26